{"formula": "C56H47Cl3N6O2P2S2Sn", "method": "ωB97M-V with the def2-TZVPD basis set", "homo_ev": -11.88, "lumo_ev": -5.0, "total_charge": 2, "elements": ["C", "H", "C", "H", "H", "N", "O", "H", "C", "H", "H", "C", "C", "H", "H", "C", "C", "C", "C", "C", "C", "H", "H", "C", "H", "H", "H", "C", "C", "H", "C", "C", "H", "C", "H", "H", "C", "C", "C", "C", "S", "C", "C", "C", "H", "H", "C", "H", "C", "H", "C", "C", "H", "C", "H", "C", "H", "C", "H", "Cl", "N", "Cl", "C", "P", "H", "C", "C", "C", "C", "O", "H", "H", "Cl", "C", "H", "H", "H", "C", "H", "N", "C", "C", "N", "H", "Sn", "H", "H", "H", "H", "N", "H", "C", "H", "C", "H", "C", "C", "C", "N", "H", "H", "C", "C", "P", "C", "C", "H", "C", "H", "C", "H", "C", "H", "C", "S", "H", "C", "C", "C"], "coordinates": [[-4.15605, -1.23933, -1.45474], [-0.98894, -2.07115, 2.64062], [2.87797, 1.96396, -2.50488], [0.02063, -0.43391, -5.24409], [-2.02849, 4.66939, -1.88843], [3.39760, -3.08086, -4.12040], [-0.68151, 2.85153, 0.28093], [-1.77563, 6.42026, -1.85172], [3.09707, -2.45784, 4.48383], [-1.88282, 6.77462, 1.88100], [3.15165, -2.31077, 5.55498], [2.40943, 4.68451, -0.13283], [-1.58334, -0.05619, 3.05878], [5.26907, -0.00234, 3.26703], [1.80784, 1.99900, -2.68295], [2.50450, 2.64320, 2.74191], [-0.65349, -4.10518, 0.75450], [-2.19346, 6.80647, 0.83658], [-3.90404, 2.02561, 1.70275], [-2.90912, -0.74293, 0.55124], [-1.84202, 5.50036, 0.12069], [-4.37666, 5.33178, 1.23719], [3.40708, 2.00415, -4.58544], [4.70555, 2.00354, -0.94519], [3.46364, 4.46463, -0.23777], [1.72593, 3.38174, 2.59629], [5.83870, 2.02720, -4.13639], [-1.73800, 0.91206, 4.04864], [-0.92055, -1.65035, 4.74131], [4.14895, 0.18784, 1.07954], [0.60026, 6.26122, -0.00140], [-2.27031, -4.87906, -3.99842], [-4.92817, -3.41903, 1.01393], [-1.95066, 3.06043, 0.75988], [-4.04304, -3.85638, -6.70797], [1.74057, -0.82507, 4.17106], [-0.85051, -5.23063, 1.65731], [-0.34021, 5.24468, 0.12195], [2.89007, 1.82043, 1.68710], [2.80873, -2.49948, -3.04608], [0.01171, -2.78711, -3.74931], [3.13308, -2.97648, 0.30485], [3.87462, 0.85389, 1.89042], [3.33810, 1.94479, -1.18768], [-5.55096, 3.34999, 2.03771], [-5.06215, -6.06580, -6.38963], [-4.27662, -5.73812, -5.72339], [-4.26853, -7.55211, -4.57977], [-1.46985, 0.60037, 5.37377], [-1.56507, 1.36336, 6.13491], [4.49843, 0.74347, 3.12108], [-3.86122, 4.38180, 1.22764], [-4.43310, -0.99447, -2.47200], [-1.15670, -1.33524, 3.41496], [4.19538, -3.67127, -3.93660], [-3.21457, -0.47771, -0.78588], [-3.33608, -1.98844, 2.24174], [4.12971, 1.58411, 4.16222], [-2.05765, 1.91134, 3.78253], [0.67686, -5.53237, 2.51389], [-0.84977, -0.90454, -5.43340], [-2.13286, -4.87805, 2.82653], [-1.07707, -2.11685, -4.92643], [2.02721, 1.90094, 0.09145], [3.36845, -2.62211, -5.01289], [2.31649, -1.62374, 3.72329], [3.13009, 2.52639, 3.97420], [2.21368, -1.78037, 2.32834], [1.95444, 5.99069, -0.12920], [1.40804, -0.96705, 1.69003], [-0.83546, -0.91321, 6.75351], [4.43027, -4.15545, 4.48988], [-1.30355, -6.63272, 0.66328], [5.13555, 2.00836, -3.31459], [-0.58932, -2.64519, 5.01156], [6.66049, 2.10072, -1.81288], [5.07663, 2.04599, 0.06939], [-2.56003, 4.31019, 0.74208], [2.83305, 3.17376, 4.78844], [3.07454, -2.79282, -1.86127], [-2.84642, -6.13032, -3.83964], [-2.68979, -4.06522, -5.04313], [2.56847, -2.33044, -0.67084], [-1.70758, 7.65236, 0.35466], [0.64404, -0.60020, -0.19919], [-1.42662, -0.52547, -6.16816], [-3.35863, 5.74699, -1.42725], [-3.26324, 6.99980, 0.79345], [2.65809, 6.80537, -0.23204], [-2.15671, -2.77056, -5.32286], [-2.51241, -6.76559, -3.03085], [3.76954, 1.99084, -3.56479], [-2.71002, -2.28723, -6.01915], [-4.44829, -2.59099, 0.50798], [4.33379, -4.43719, 2.04778], [1.49623, 3.64855, 0.01480], [-3.53837, -1.79859, 1.19651], [0.13890, 3.93934, 0.13721], [-0.49212, -3.27037, -0.01717], [-5.49503, -2.91037, -1.33779], [-1.51681, -4.55333, -3.29980], [5.59875, 2.03547, -2.00911], [3.77234, -3.64309, 2.52653], [-1.65756, 0.36036, 1.29417], [-3.70595, -4.49053, -5.89509], [-2.28145, 5.58953, -1.35777], [0.27736, 7.29250, -0.00541], [-2.59159, 1.92687, 1.25847], [-2.73497, 0.36595, -1.27661], [3.82314, -3.49662, 3.88514], [4.61746, 1.49439, 5.12367], [-3.83761, -6.56821, -4.70179], [-4.42211, 1.14488, 2.06113], [2.99460, -2.78776, 1.70758], [1.47437, -1.31229, -3.59531], [3.84841, -3.74595, 0.01284], [-1.06065, -0.67792, 5.72177], [-4.76451, -2.31010, -0.81149], [-4.53153, 3.25812, 1.68844]], "atomic_forces_ev_per_a": [[0.0, 0.0, -0.1], [0.0, -0.1, 0.0], [0.0, -0.1, 0.0], [0.0, 0.0, 0.0], [0.0, 0.0, 0.0], [0.3, -0.4, -0.1], [-0.1, 0.2, -0.1], [0.0, 0.0, 0.0], [0.0, -0.1, -0.1], [0.0, 0.0, 0.0], [0.0, 0.0, 0.0], [-0.1, 0.0, 0.0], [0.2, 0.0, 0.0], [0.0, 0.0, 0.0], [0.0, -0.1, -0.1], [0.0, 0.0, -0.1], [0.0, 0.3, -0.4], [0.1, -0.1, 0.0], [0.1, 0.1, 0.0], [0.1, 0.0, -0.1], [0.0, 0.0, -0.2], [0.0, 0.0, 0.0], [0.0, 0.0, 0.0], [0.0, 0.0, 0.0], [0.0, 0.0, 0.0], [0.0, 0.0, 0.0], [0.0, 0.0, 0.0], [0.0, 0.0, -0.1], [0.0, -0.1, 0.0], [0.0, -0.1, 0.1], [0.0, -0.1, 0.0], [0.1, 0.2, -0.1], [0.0, 0.0, 0.0], [-0.3, -0.1, 0.2], [0.0, 0.0, 0.0], [0.0, 0.0, 0.0], [0.0, -0.5, 0.4], [-0.2, -0.1, 0.1], [0.0, -0.1, 0.0], [-0.8, 0.6, 0.0], [-0.1, -0.1, 0.1], [0.1, -0.1, -0.3], [-0.1, 0.0, 0.0], [-0.1, -0.1, 0.0], [0.0, 0.0, 0.0], [0.0, 0.0, 0.0], [0.0, 0.0, 0.0], [0.0, 0.0, 0.0], [0.0, 0.0, 0.0], [0.0, 0.0, 0.0], [0.1, 0.0, -0.1], [0.1, 0.0, 0.0], [0.0, 0.0, 0.0], [0.0, 0.1, 0.1], [0.0, 0.0, 0.0], [0.1, 0.0, 0.1], [0.0, -0.1, 0.0], [0.0, 0.0, 0.0], [0.0, 0.0, 0.0], [-0.2, 0.1, -0.2], [0.0, -0.1, 0.0], [0.1, 0.1, -0.2], [0.2, 0.1, -0.1], [0.8, 0.4, 0.2], [0.0, 0.1, 0.0], [-0.2, 0.0, 0.0], [0.0, 0.0, 0.1], [0.2, -0.4, 0.1], [0.1, 0.1, 0.0], [-0.4, 0.3, -0.7], [0.0, 0.0, 0.0], [0.0, 0.0, 0.0], [0.1, 0.1, 0.1], [0.1, 0.0, 0.0], [0.0, 0.0, 0.0], [0.0, 0.0, 0.0], [0.0, 0.0, 0.0], [0.2, 0.0, 0.0], [0.0, 0.0, 0.0], [0.8, -0.5, -0.2], [0.0, 0.0, 0.0], [-0.1, -0.4, 0.1], [-0.3, 0.3, -0.1], [0.0, 0.0, 0.0], [0.1, 0.1, 0.0], [0.0, 0.0, 0.0], [0.0, 0.0, 0.0], [0.0, 0.0, 0.0], [0.0, 0.0, 0.0], [-0.1, 0.1, 0.0], [0.0, 0.0, 0.0], [0.0, -0.1, 0.0], [0.0, 0.1, 0.0], [-0.1, -0.1, 0.0], [0.1, 0.0, 0.0], [-0.5, -0.4, 0.0], [0.0, 0.0, 0.0], [0.4, 0.2, 0.0], [0.0, -0.2, 0.3], [0.0, 0.0, 0.0], [0.0, -0.1, 0.1], [0.0, 0.0, 0.0], [0.0, 0.0, -0.2], [-0.6, -0.1, 0.4], [0.1, 0.1, -0.1], [0.0, 0.0, 0.0], [0.0, 0.0, 0.0], [0.5, 0.1, -0.3], [-0.1, 0.0, -0.1], [0.1, 0.0, 0.2], [0.0, 0.0, 0.0], [0.0, 0.0, 0.0], [0.0, 0.0, 0.0], [-0.2, 0.2, 0.5], [0.2, 0.1, 0.4], [-0.1, 0.0, 0.0], [0.0, 0.0, 0.0], [0.0, 0.0, 0.0], [-0.1, 0.0, 0.1]]}